Arrangement P

This record from the OMol25 dataset describes a 2-piece molecular cluster, C5H10 overall. The level of theory is ωB97M-V/def2-TZVPD.

Last column: natural (NBO) charge in e.
Geometry (Å):
C1 2.541 0.293 -1.244  -0.429
C2 1.555 -0.208 -0.440  -0.147
C3 2.043 -0.469 1.052  -0.650
H1 2.234 0.792 -2.160  0.187
H2 3.521 -0.104 -1.245  0.195
H3 0.599 -0.362 -0.866  0.202
H4 1.561 -1.359 1.489  0.207
H5 1.971 0.337 1.787  0.221
H6 3.099 -0.507 0.889  0.212
C4 -3.542 0.469 -0.373  -0.393
C5 -2.730 0.120 0.640  -0.406
H7 -4.069 1.478 -0.445  0.195
H8 -3.685 -0.163 -1.338  0.204
H9 -2.317 0.773 1.361  0.200
H10 -2.781 -1.092 0.893  0.201

## Properties
charge = 0
SMILES string = C=CC.C=C
orbital gap = 0.37315 Eh
multiplicity = 1

***

Arrangement Q

This record from the OMol25 dataset describes C5H10 in the gas phase. The level of theory is ωB97M-V/def2-TZVPD.

Last column: natural (NBO) charge in e.
Geometry (Å):
C1 -1.331 -0.830 0.017  -0.612
C2 0.060 0.006 -0.084  -0.044
C3 0.272 0.640 -1.436  -0.624
C4 0.429 0.754 1.168  -0.419
C5 1.204 -0.468 0.737  -0.424
H1 -1.406 -1.352 0.984  0.209
H2 -2.242 -0.198 -0.060  0.207
H3 -1.453 -1.612 -0.758  0.211
H4 -0.802 0.771 -1.499  0.220
H5 0.726 1.630 -1.549  0.215
H6 0.641 0.005 -2.249  0.210
H7 0.917 1.727 1.119  0.215
H8 -0.264 0.652 1.996  0.211
H9 2.215 -0.325 0.360  0.214
H10 1.035 -1.400 1.255  0.210

## Properties
charge = 0
SMILES string = CC1(C)CC1
orbital gap = 0.40809 Eh
multiplicity = 1

***

How far above the most stable structure does each one sit? In eV: arrangement P 2.402; arrangement Q 0.000.

***

Arrangement P

This record from the OMol25 dataset describes a 2-piece molecular cluster, C5H10 overall. The level of theory is ωB97M-V/def2-TZVPD.

Last column: natural (NBO) charge in e.
Geometry (Å):
C1 -1.932 0.326 -0.277  -0.609
C2 -0.644 0.452 0.565  -0.443
C3 0.635 -0.204 0.030  -0.064
C4 1.728 0.701 -0.078  -0.375
C5 0.546 -1.535 -0.110  -0.509
H1 -2.526 -0.537 0.012  0.208
H2 -1.823 0.414 -1.352  0.211
H3 -2.520 1.163 0.112  0.208
H4 -0.854 -0.080 1.498  0.221
H5 -0.527 1.474 0.931  0.198
H6 2.647 0.243 -0.418  0.223
H7 1.566 1.700 0.280  0.236
H8 0.572 1.092 -1.355  0.104
H9 -0.342 -2.100 0.101  0.204
H10 1.394 -2.038 -0.564  0.187

## Properties
charge = 0
orbital gap = 0.29674 Eh
multiplicity = 1

***

Arrangement Q

This record from the OMol25 dataset describes C5H10 in the gas phase. The level of theory is ωB97M-V/def2-TZVPD.

Last column: natural (NBO) charge in e.
Geometry (Å):
C1 -2.620 -0.227 -0.042  -0.641
C2 -1.265 0.513 -0.107  -0.199
C3 -0.102 -0.094 0.099  -0.141
C4 1.300 0.592 0.070  -0.436
C5 2.398 -0.314 -0.132  -0.575
H1 -2.437 -1.308 0.018  0.206
H2 -3.135 -0.393 -0.985  0.222
H3 -3.387 0.140 0.975  0.201
H4 -1.503 1.480 -0.187  0.185
H5 -0.036 -1.015 0.413  0.175
H6 1.302 1.198 0.774  0.205
H7 1.156 1.342 -0.677  0.206
H8 2.252 -0.925 -0.840  0.195
H9 3.328 0.026 -0.165  0.216
H10 2.748 -1.015 0.786  0.180

## Properties
charge = 0
SMILES string = C/C=C/CC
orbital gap = 0.38175 Eh
multiplicity = 1

***

Arrangement R

This record from the OMol25 dataset describes a 2-piece molecular cluster, C5H10 overall. The level of theory is ωB97M-V/def2-TZVPD.

Last column: natural (NBO) charge in e.
Geometry (Å):
C1 -1.773 0.330 0.516  -0.414
C2 -1.123 -0.763 0.907  -0.168
C3 -0.409 -1.709 -0.013  -0.651
H1 -1.819 0.612 -0.535  0.190
H2 -2.285 0.978 1.222  0.199
H3 -1.102 -1.013 1.969  0.192
H4 -0.926 -2.676 -0.054  0.218
H5 0.613 -1.903 0.334  0.216
H6 -0.347 -1.303 -1.028  0.217
C4 1.154 1.635 -0.909  -0.389
C5 1.890 0.815 -0.170  -0.389
H7 1.409 1.868 -1.940  0.192
H8 0.258 2.102 -0.508  0.197
H9 1.618 0.584 0.858  0.196
H10 2.786 0.337 -0.559  0.193

## Properties
charge = 0
SMILES string = C=CC.C=C
orbital gap = 0.39966 Eh
multiplicity = 1

***

Arrangement S

This record from the OMol25 dataset describes C5H10 in the gas phase. The level of theory is ωB97M-V/def2-TZVPD.

Last column: natural (NBO) charge in e.
Geometry (Å):
C1 1.829 -0.003 0.085  -0.605
C2 0.383 0.268 0.473  -0.211
C3 -0.571 -0.952 0.488  -0.401
C4 -1.607 -0.144 -0.325  -0.401
C5 -0.536 0.942 -0.583  -0.400
H1 2.459 0.887 0.193  0.209
H2 2.260 -0.798 0.706  0.208
H3 1.893 -0.332 -0.961  0.200
H4 0.345 0.805 1.429  0.197
H5 -0.161 -1.804 -0.068  0.198
H6 -0.890 -1.310 1.472  0.204
H7 -2.440 0.214 0.288  0.200
H8 -2.019 -0.637 -1.211  0.202
H9 -0.836 1.978 -0.394  0.204
H10 -0.111 0.887 -1.592  0.197

## Properties
charge = 0
SMILES string = CC1CCC1
orbital gap = 0.43494 Eh
multiplicity = 1

***

How far above the most stable structure does each one sit? In eV: arrangement P 3.639; arrangement Q 3.541; arrangement R 0.980; arrangement S 0.000.

***

Arrangement P

This record from the OMol25 dataset describes C5H10 in the gas phase. The level of theory is ωB97M-V/def2-TZVPD.

Last column: natural (NBO) charge in e.
Geometry (Å):
C1 1.161 1.663 0.060  -0.615
C2 0.086 0.652 0.243  -0.217
C3 0.155 -0.596 1.151  -0.426
C4 -0.042 -0.724 -0.326  -0.245
C5 -1.316 -1.112 -1.009  -0.604
H1 2.193 1.251 0.353  0.212
H2 1.001 2.511 0.771  0.217
H3 1.055 2.086 -0.978  0.215
H4 -0.968 1.075 0.263  0.196
H5 1.166 -0.850 1.519  0.210
H6 -0.665 -0.845 1.886  0.216
H7 0.840 -1.004 -0.838  0.204
H8 -1.095 -0.732 -2.085  0.214
H9 -2.213 -0.529 -0.615  0.208
H10 -1.570 -2.261 -0.988  0.216

## Properties
charge = 0
SMILES string = C[C@@H]1C[C@H]1C
orbital gap = 0.40361 Eh
multiplicity = 1

***

Arrangement Q

This record from the OMol25 dataset describes C5H10 in the gas phase. The level of theory is ωB97M-V/def2-TZVPD.

Last column: natural (NBO) charge in e.
Geometry (Å):
C1 1.125 1.726 -0.347  -0.645
C2 0.970 0.236 -0.299  -0.185
C3 -0.106 -0.425 0.125  0.002
C4 -0.201 -1.906 -0.035  -0.637
C5 -1.351 0.270 0.613  -0.656
H1 0.434 2.208 0.339  0.211
H2 2.131 1.974 0.011  0.213
H3 1.046 2.113 -1.366  0.217
H4 1.770 -0.343 -0.740  0.189
H5 -0.953 -2.186 -0.788  0.211
H6 -0.354 -2.526 0.848  0.215
H7 0.698 -2.346 -0.477  0.212
H8 -1.946 0.551 -0.252  0.220
H9 -1.215 1.099 1.307  0.221
H10 -2.047 -0.446 1.059  0.214

## Properties
charge = 0
SMILES string = CC=C(C)C
orbital gap = 0.36570 Eh
multiplicity = 1

***

How far above the most stable structure does each one sit? In eV: arrangement P 0.802; arrangement Q 0.000.

***

Arrangement P

This record from the OMol25 dataset describes C3H3NO4 as an isolated structure. The level of theory is ωB97M-V/def2-TZVPD.

Last column: natural (NBO) charge in e.
Geometry (Å):
C1 -0.733 0.074 1.229  0.870
C2 -0.844 1.096 -0.451  0.486
C3 0.390 -0.382 -0.796  0.453
N1 1.258 -0.919 -1.630  -0.772
O1 0.011 0.854 2.051  -0.709
O2 -1.767 -0.457 1.519  -0.634
O3 -1.340 1.765 -1.248  -0.487
O4 0.360 -0.795 0.409  -0.516
H1 -0.518 1.007 2.848  0.499
H2 1.304 -0.568 -2.573  0.410
H3 1.878 -1.675 -1.357  0.399

## Properties
charge = 0
orbital gap = 0.34428 Eh
multiplicity = 1

***

Arrangement Q

This record from the OMol25 dataset describes C3H3NO4 in the gas phase. The level of theory is ωB97M-V/def2-TZVPD.

Last column: natural (NBO) charge in e.
Geometry (Å):
O1 0.662 2.133 -0.070  -0.472
C1 -0.537 1.506 -0.147  0.321
C2 -0.112 -0.048 -0.047  -0.029
N1 -0.975 -0.955 -0.036  0.000
O2 -2.296 -0.497 0.095  -0.601
C3 1.194 -0.733 -0.042  0.749
O3 1.303 -1.972 -0.218  -0.528
O4 2.260 0.211 0.274  -0.676
H1 -1.716 1.715 -0.416  0.237
H2 -2.891 -1.088 0.624  0.503
H3 3.108 -0.272 -0.017  0.496

## Properties
charge = 0
SMILES string = O=C/C(=N\O)C(=O)O
orbital gap = 0.33484 Eh
multiplicity = 1

***

How far above the most stable structure does each one sit? In eV: arrangement P 0.000; arrangement Q 2.579.

***

Arrangement P

This record from the OMol25 dataset describes C3H3NO4 as an isolated structure. The level of theory is ωB97M-V/def2-TZVPD.

Last column: natural (NBO) charge in e.
Geometry (Å):
C1 -1.363 -0.511 0.030  0.837
C2 -0.579 1.222 -0.026  0.490
C3 0.899 0.075 -0.311  0.483
N1 2.216 0.109 -0.340  -0.773
O1 -1.622 -0.742 1.337  -0.714
O2 -2.111 -0.745 -0.876  -0.633
O3 -0.596 2.355 -0.264  -0.482
O4 0.264 -1.008 -0.154  -0.522
H1 -2.548 -1.021 1.405  0.499
H2 2.667 1.005 -0.438  0.412
H3 2.773 -0.739 -0.363  0.404

## Properties
charge = 0
orbital gap = 0.34432 Eh
multiplicity = 1

***

Arrangement Q

This record from the OMol25 dataset describes C3H3NO4 in the gas phase. The level of theory is ωB97M-V/def2-TZVPD.

Last column: natural (NBO) charge in e.
Geometry (Å):
O1 -1.832 -1.846 0.088  -0.548
C1 -0.869 -1.039 -0.045  0.682
O2 0.527 -1.528 -0.101  -0.375
N1 1.189 -0.138 0.588  0.144
O3 2.362 -0.097 -0.348  -0.579
C2 0.362 0.868 0.174  -0.077
C3 -0.831 0.369 0.004  0.132
O4 -1.818 1.289 -0.099  -0.640
H1 3.095 -0.680 0.027  0.485
H2 0.490 2.053 0.135  0.274
H3 -2.677 0.750 -0.423  0.503

## Properties
charge = 0
SMILES string = O=c1on(O)cc1O
orbital gap = 0.34391 Eh
multiplicity = 1

***

How far above the most stable structure does each one sit? In eV: arrangement P 0.000; arrangement Q 3.206.

***

Arrangement P

This record from the OMol25 dataset describes C2H3NS2 in the gas phase. The level of theory is ωB97M-V/def2-TZVPD.

Last column: natural (NBO) charge in e.
Geometry (Å):
C1 2.131 -0.555 1.859  -0.071
N1 1.455 -0.583 0.804  -0.554
S1 -0.208 -0.340 0.776  0.518
C2 -0.211 0.265 -0.857  -0.494
S2 -1.512 0.721 -1.698  0.042
H1 1.860 0.062 2.713  0.164
H2 3.179 -0.529 1.644  0.181
H3 0.767 0.187 -1.246  0.215

## Properties
charge = 0
SMILES string = C=NSC=S
orbital gap = 0.31495 Eh
multiplicity = 1

***

Arrangement Q

This record from the OMol25 dataset describes C2H3NS2 as an isolated structure. The level of theory is ωB97M-V/def2-TZVPD.

Last column: natural (NBO) charge in e.
Geometry (Å):
C1 -0.018 -1.195 0.120  -0.725
C2 0.304 1.352 -0.058  -0.077
H1 0.074 -1.243 1.200  0.217
H2 -0.049 -2.173 -0.264  0.260
H3 0.874 2.295 -0.070  0.214
N1 -0.940 1.369 -0.099  -0.505
S1 1.248 -0.130 -0.422  0.243
S2 -1.493 -0.274 -0.407  0.374

## Properties
charge = 0
orbital gap = 0.35036 Eh
multiplicity = 1

***

Arrangement R

This record from the OMol25 dataset describes C2H3NS2 in the gas phase. The level of theory is ωB97M-V/def2-TZVPD.

Last column: natural (NBO) charge in e.
Geometry (Å):
C1 -0.050 -0.799 0.116  0.137
C2 -0.660 0.628 -0.198  -0.640
N1 1.114 -1.108 0.063  -0.456
S1 0.417 2.043 0.035  -0.112
S2 2.574 -0.545 -0.063  0.403
H1 -0.735 -1.419 0.476  0.198
H2 -1.299 0.591 -1.085  0.237
H3 -1.363 0.609 0.655  0.234

## Properties
charge = 0
orbital gap (alpha / beta) = 0.21870 / 0.21930 Eh
multiplicity = 1

***

How far above the most stable structure does each one sit? In eV: arrangement P 1.079; arrangement Q 0.000; arrangement R 2.529.